{"formula": "C33H93N9O15", "method": "the ωB97M-V functional and the def2-TZVPD basis", "elements": ["C", "O", "N", "N", "H", "H", "H", "H", "C", "O", "N", "N", "H", "H", "H", "H", "C", "O", "N", "N", "H", "H", "H", "H", "C", "C", "O", "H", "H", "H", "H", "H", "H", "C", "C", "O", "H", "H", "H", "H", "H", "H", "C", "C", "O", "H", "H", "H", "H", "H", "H", "C", "C", "O", "H", "H", "H", "H", "H", "H", "C", "C", "O", "H", "H", "H", "H", "H", "H", "C", "C", "O", "H", "H", "H", "H", "H", "H", "C", "O", "C", "C", "N", "C", "C", "O", "C", "H", "H", "H", "H", "H", "H", "H", "H", "H", "H", "H", "H", "H", "H", "H", "C", "O", "C", "C", "N", "C", "C", "O", "C", "H", "H", "H", "H", "H", "H", "H", "H", "H", "H", "H", "H", "H", "H", "H", "C", "O", "C", "C", "N", "C", "C", "O", "C", "H", "H", "H", "H", "H", "H", "H", "H", "H", "H", "H", "H", "H", "H", "H"], "positions_angstrom": [[-0.153643, -1.575881, -4.713519], [0.153117, -0.829881, -5.643629], [0.713977, -2.353201, -4.130339], [-1.405633, -1.670621, -4.288559], [0.204087, -3.059681, -3.619459], [1.604427, -2.481211, -4.589469], [-1.708413, -2.498291, -3.795219], [-2.028053, -0.906371, -4.509059], [3.174267, 4.559219, -3.002579], [3.908417, 4.863459, -2.088919], [2.812927, 5.367439, -3.940169], [2.491667, 3.466659, -2.966809], [3.288867, 6.247359, -3.801129], [2.613717, 4.993609, -4.857049], [1.951307, 3.272069, -3.797619], [2.468207, 2.755859, -2.249649], [3.813567, -0.234171, 2.254771], [3.459207, 0.500599, 3.170781], [4.221217, 0.205189, 1.094741], [3.984237, -1.515621, 2.263551], [4.269637, 1.204189, 0.954161], [4.357427, -0.422481, 0.315261], [4.159227, -1.878341, 1.337311], [3.756137, -2.081471, 3.068461], [-3.808073, 2.434839, 0.265461], [-4.005443, 3.527439, -0.776729], [-3.739343, 3.093409, -2.116259], [-4.081373, 1.413559, 0.000121], [-4.350773, 2.524579, 1.206481], [-2.728513, 2.453689, 0.414711], [-3.486703, 4.443189, -0.493149], [-4.962773, 4.043219, -0.701999], [-3.101423, 2.376829, -2.150489], [-0.192793, 0.414819, -1.404929], [0.916947, 0.698889, -0.352129], [2.036807, 1.031149, -1.124819], [-1.102693, 0.153939, -0.864459], [0.136367, -0.441491, -1.993559], [-0.442873, 1.282589, -2.015289], [1.026817, -0.095101, 0.386521], [0.503647, 1.562859, 0.168281], [2.797777, 0.462299, -0.987199], [2.838647, 5.090829, 1.360961], [3.053057, 3.596919, 1.054581], [4.272397, 3.436449, 0.323811], [2.155757, 5.364439, 2.165261], [2.581017, 5.520829, 0.393061], [3.827957, 5.516159, 1.529661], [2.171327, 3.200309, 0.551241], [3.239707, 2.930089, 1.896371], [4.297047, 4.055779, -0.409289], [0.515527, -2.118161, 3.128751], [-0.268243, -0.834351, 3.582461], [-0.470713, -0.838321, 4.989691], [1.522397, -2.240161, 3.528051], [0.477547, -2.105281, 2.039491], [-0.116393, -2.973321, 3.368511], [-1.256173, -0.758101, 3.128271], [0.191997, 0.112659, 3.300581], [-1.374153, -1.162341, 5.009951], [5.682637, -0.402791, -2.719219], [4.662037, -1.463111, -2.324749], [5.050907, -1.946661, -1.070729], [5.326367, 0.086959, -3.625489], [6.690477, -0.802941, -2.829879], [5.720887, 0.322239, -1.906229], [4.663827, -2.237011, -3.092329], [3.652187, -1.064061, -2.229659], [4.992777, -2.897221, -0.949629], [0.356717, 1.847519, -6.346769], [-0.116113, 2.358459, -4.979159], [0.396707, 3.573099, -4.883199], [-0.426513, 1.305259, -6.876479], [1.182647, 1.168919, -6.133579], [0.493587, 2.743149, -6.952769], [0.266487, 1.737549, -4.169099], [-1.201673, 2.327499, -4.885909], [0.012217, 4.123119, -5.569679], [-6.589373, 1.630119, 4.947701], [-5.510863, 1.764019, 4.116571], [-4.575183, 2.765189, 4.561821], [-3.101043, 2.304999, 4.531711], [-2.221263, 3.402219, 4.508381], [-0.885903, 2.880739, 4.177541], [-0.224953, 3.443189, 2.950251], [-0.916013, 3.616959, 1.804231], [-0.427613, 4.570999, 0.803461], [-7.100733, 2.566179, 5.172181], [-6.205003, 1.171199, 5.858621], [-7.313523, 0.899569, 4.587141], [-4.717213, 3.020729, 5.611881], [-4.732363, 3.641079, 3.932371], [-2.953673, 1.654709, 3.669441], [-2.820093, 1.710839, 5.401281], [-2.522663, 4.010919, 3.760891], [-0.817543, 1.798809, 4.064091], [-0.263733, 3.042919, 5.057711], [0.508187, 2.671049, 2.717011], [0.250997, 4.362599, 3.291201], [0.522777, 4.195229, 0.424421], [-0.116233, 5.561929, 1.133911], [-1.256893, 4.782319, 0.128381], [8.370227, -4.852801, -3.661029], [7.668077, -5.025311, -2.531279], [7.904857, -4.205291, -1.442889], [6.942217, -4.564701, -0.271859], [5.459397, -4.518831, -0.598349], [4.625367, -5.149861, 0.394371], [3.206247, -4.910901, -0.143289], [2.733947, -3.575871, -0.052729], [1.484067, -3.384411, -0.610099], [9.432207, -4.755671, -3.435539], [8.063097, -3.934591, -4.161699], [8.255207, -5.781671, -4.219669], [7.789037, -3.148441, -1.683239], [8.915077, -4.327641, -1.052259], [7.022157, -3.866241, 0.561131], [7.284557, -5.502251, 0.166201], [5.496397, -4.975201, -1.498599], [4.634047, -4.551281, 1.305261], [4.757097, -6.217931, 0.567541], [2.546837, -5.518881, 0.476091], [3.245607, -5.283431, -1.166899], [0.657317, -3.856681, -0.079479], [1.482027, -3.798011, -1.618579], [1.362507, -2.301521, -0.635989], [-3.248163, -2.471051, 0.384571], [-3.619653, -1.235161, 0.766831], [-4.254003, -0.956541, 2.053861], [-5.760653, -0.518451, 1.994241], [-6.512443, -1.514211, 1.299841], [-8.009873, -1.251381, 1.355311], [-8.760373, -2.520971, 0.877801], [-10.141163, -2.459501, 1.262211], [-10.993103, -3.623161, 1.053141], [-2.452973, -2.807471, 1.049851], [-2.683123, -2.323341, -0.535769], [-4.045253, -3.208011, 0.286441], [-3.796583, -0.018691, 2.368951], [-4.003763, -1.751421, 2.756461], [-5.871323, 0.324609, 1.312251], [-6.187323, -0.312681, 2.975931], [-6.321003, -1.441151, 0.310841], [-8.314633, -0.368401, 0.793561], [-8.228663, -1.053261, 2.404591], [-8.382333, -3.384901, 1.424431], [-8.665813, -2.600961, -0.205139], [-10.826653, -4.066071, 0.071191], [-12.054623, -3.380591, 1.003811], [-10.804593, -4.401901, 1.792141]], "forces_ev_per_a": [[-0.069, 1.829, -2.816], [0.211, 0.742, -0.118], [1.229, -1.272, 1.494], [-1.751, 0.315, 0.691], [0.985, -1.028, 0.557], [-0.228, -0.402, 0.121], [-0.354, 0.086, 0.336], [-0.063, -0.497, -0.101], [0.104, -1.496, 3.502], [2.046, 1.465, 1.593], [-0.026, 3.616, -3.326], [-2.039, -4.114, -1.124], [-0.028, 0.057, -0.904], [-0.110, 0.447, 0.115], [-0.336, -0.092, 0.422], [0.594, 0.162, 0.187], [-0.172, 2.467, 1.822], [-0.348, -0.131, 0.527], [0.519, 2.854, -3.424], [-0.041, -4.398, 1.020], [-0.041, -0.047, -0.289], [0.438, 0.183, -0.028], [-0.074, -1.080, 0.586], [-0.085, 0.079, -0.508], [0.623, -0.126, -0.076], [-0.830, 0.130, 0.219], [-0.541, 0.790, 0.351], [-0.041, 0.079, -0.856], [0.196, 0.795, 0.141], [0.020, -0.448, 0.680], [1.448, -0.255, -0.135], [-0.981, -1.017, -0.731], [0.116, -0.027, 0.452], [0.177, -0.882, 1.349], [-2.191, 0.489, -1.390], [1.068, 0.527, -0.082], [-0.239, -0.236, -0.055], [-0.299, 0.112, -0.352], [0.449, 0.042, -0.055], [0.373, -0.199, -0.254], [0.680, 0.372, 0.475], [-0.148, -0.048, 0.391], [0.932, -0.476, -0.618], [0.740, 0.101, 0.506], [-0.358, -0.443, 0.355], [-0.052, -0.174, -0.197], [-0.571, 0.338, 0.100], [0.020, 0.009, 0.540], [0.139, -0.196, -0.445], [-0.444, 0.394, 0.536], [-0.212, 0.185, -0.759], [-1.669, 1.123, -0.408], [0.960, -0.509, -0.253], [-0.504, 0.000, 0.008], [-0.250, 0.301, -0.043], [0.631, -0.017, -0.191], [0.169, -0.168, 0.382], [-0.047, -0.469, -0.512], [0.667, -0.215, 0.010], [-0.007, -0.056, 0.915], [-0.839, 0.261, 0.211], [0.751, 0.010, -0.078], [0.353, 1.309, 0.811], [0.326, 0.162, -0.100], [-0.136, -0.179, -0.183], [0.060, 0.246, -0.090], [-0.226, -0.307, 0.013], [-0.180, 0.199, -0.428], [-0.112, -0.999, -0.102], [-1.302, -0.820, 0.249], [-1.157, -3.747, -1.319], [1.182, 4.703, 1.414], [0.186, -0.435, 0.188], [0.242, 0.379, -0.914], [0.816, -0.139, -0.138], [0.122, -0.048, -0.010], [-0.319, 0.145, 0.028], [0.094, 0.163, 0.060], [-0.465, -0.758, 1.392], [1.630, 0.598, -1.066], [0.409, -0.641, 0.408], [-1.727, -1.231, -0.358], [0.930, 0.685, -0.571], [-0.446, -0.165, 0.529], [2.741, 0.148, 1.238], [-2.567, 1.621, -2.266], [0.196, -0.604, 1.212], [-0.077, 0.153, -0.003], [-0.327, 0.206, 0.716], [0.031, 0.161, -0.570], [-0.670, 0.235, 0.026], [0.189, 0.207, 0.026], [-0.124, -0.254, -0.366], [-0.468, -0.268, 0.186], [0.145, 0.228, -0.280], [-0.975, -0.205, 0.123], [0.524, 0.299, -0.264], [1.030, 0.268, 0.306], [0.371, 0.343, -0.381], [-0.521, -0.318, -0.858], [-0.315, 0.107, 1.120], [0.337, -0.718, -0.331], [1.486, 0.306, -1.048], [-2.237, -1.354, 2.251], [-0.777, 0.718, 1.390], [-0.594, 0.731, 0.261], [3.539, -0.604, -0.304], [-1.760, 1.664, -0.836], [-0.457, -0.766, 0.804], [2.212, -0.658, 0.877], [-0.354, 0.207, -0.781], [0.458, 0.069, -0.066], [-0.076, -0.073, -0.620], [-0.140, 0.407, -0.545], [-0.149, 0.231, -0.275], [0.341, -0.119, -0.022], [0.607, 0.394, -0.174], [-0.369, -0.575, -0.244], [-1.070, -0.512, -0.237], [0.653, -0.287, 0.341], [0.271, -0.040, 0.093], [-0.365, -0.406, -0.255], [-0.640, 0.081, -0.325], [-0.040, -0.070, 0.356], [-0.277, 0.173, -0.308], [-0.388, -0.043, -0.176], [1.500, -1.470, -0.107], [-2.309, 3.469, 1.299], [0.099, 1.002, -0.826], [1.122, -0.775, -1.482], [-3.060, -1.430, -0.405], [0.988, -1.082, 0.517], [-0.619, 0.028, 0.995], [-1.449, 0.161, -0.167], [1.375, 0.475, -0.698], [-0.028, -0.778, 0.464], [-0.425, -0.328, -0.463], [-0.059, -0.067, -0.063], [0.538, -0.156, 0.305], [-0.389, -0.145, 0.084], [0.661, 1.113, 0.778], [0.339, -0.035, -0.063], [0.640, -0.193, -0.098], [-0.021, 0.122, -0.222], [-0.279, -0.139, 0.033], [0.714, -0.092, -0.439], [0.069, -0.357, -0.126], [0.435, -0.072, -0.206], [0.186, 0.627, 0.599], [0.004, 0.079, 0.227]], "gap_ev": [2.10, 9.04], "e_homo_ev": [0.08, -6.86], "mol_weight_g_mol": 856.155, "total_charge": -1, "s2": 0.751, "spin_multiplicity": 2}